1.
The following is a quantum chemistry calculation of C34H61F16INO12PS2Si2 as an isolated structure at a distorted geometry, from the Open Molecules 2025 dataset.

Output
E: -5902.08787 a.u.
F_max: 1.0 eV/Å
total charge: 0
multiplicity: 1

Last column: Löwdin charge in e.
Element x y z (Å)
C -2.696 7.360 5.716  -0.116
C -3.911 7.231 4.790  -0.267
C -3.984 5.858 4.103  -0.224
C -4.558 4.761 5.007  -0.216
C -4.258 3.339 4.504  -0.251
C -4.154 2.273 5.624  -0.208
Si -2.820 1.027 5.357  0.359
C -2.874 -0.350 6.620  -0.142
C -2.841 0.081 8.095  -0.301
O -3.493 -0.850 8.935  -0.001
C -1.397 0.366 8.608  -0.596
F -1.111 -0.332 9.699  0.160
F -0.443 0.070 7.717  0.129
F -1.256 1.658 8.915  0.146
O -1.305 1.725 5.496  -0.217
N -1.167 3.198 5.374  0.007
O -0.679 3.634 6.320  0.122
O -2.988 0.373 3.840  -0.239
Si -1.840 -0.190 2.805  0.371
C -2.699 -0.484 1.162  -0.202
C -2.368 -1.767 0.367  -0.128
C -1.793 -1.517 -1.010  -0.438
F -1.830 -2.670 -1.735  0.098
F -2.515 -0.608 -1.703  0.132
C -0.309 -0.981 -0.955  -0.330
F -0.372 0.353 -1.016  0.139
F 0.237 -1.293 0.246  0.094
C 0.721 -1.433 -2.061  -0.352
F 1.559 -0.390 -2.233  0.147
F 0.087 -1.643 -3.203  0.167
C 1.749 -2.615 -1.793  -0.446
F 2.447 -2.258 -0.740  0.138
F 2.522 -2.635 -2.859  0.162
S 1.143 -4.411 -1.516  0.792
F 0.131 -4.231 -2.723  -0.117
F 0.056 -3.822 -0.492  -0.138
F 2.159 -4.609 -0.308  -0.129
F 2.219 -5.010 -2.504  -0.120
F 0.572 -5.850 -1.250  -0.105
C -0.908 -1.646 3.546  -0.324
C -1.773 -2.740 4.188  -0.820
C -2.243 -3.808 3.202  -0.175
I -0.689 -3.707 5.791  0.840
P -0.348 1.475 2.348  0.257
S -1.333 3.080 1.785  0.100
H -2.742 8.280 6.311  0.068
H -1.767 7.391 5.134  0.075
H -2.629 6.518 6.416  0.060
H -4.836 7.395 5.364  0.106
H -3.862 8.024 4.032  0.102
H -2.969 5.560 3.797  0.102
H -4.593 5.938 3.193  0.114
H -5.644 4.902 5.095  0.116
H -4.153 4.882 6.025  0.100
H -3.338 3.375 3.906  0.035
H -5.055 3.014 3.822  0.117
H -5.087 1.689 5.682  0.093
H -4.038 2.743 6.611  0.082
H -2.088 -1.096 6.458  0.033
H -3.842 -0.854 6.474  0.110
H -3.395 1.014 8.246  0.147
H -3.103 -1.729 8.805  0.109
H -2.530 0.416 0.552  0.067
H -3.774 -0.466 1.386  0.095
H -3.273 -2.360 0.178  0.140
H -1.672 -2.425 0.891  0.080
H -0.208 -1.216 4.277  0.060
H -0.276 -2.092 2.761  0.077
H -2.647 -2.302 4.678  0.047
H -3.011 -3.388 2.539  0.075
H -1.411 -4.166 2.582  0.079
H -2.683 -4.665 3.717  0.064
H 0.526 0.968 1.373  -0.072
H 0.535 1.632 3.430  -0.054
O 1.061 -12.271 -0.340  0.108
C 1.494 -11.611 -1.244  -0.524
O 2.192 -10.491 -0.942  -0.004
C 2.861 -9.701 -1.931  -0.234
C 1.935 -8.695 -2.581  -0.060
C 1.229 -11.959 -2.691  0.011
H 3.352 -10.339 -2.667  0.110
H 3.647 -9.192 -1.376  0.123
H 1.136 -9.186 -3.138  0.073
H 2.493 -8.062 -3.272  0.083
H 1.475 -8.065 -1.822  0.064
H 0.276 -11.512 -2.976  0.095
H 1.130 -13.039 -2.758  0.091
H 1.990 -11.622 -3.388  0.069
O 6.968 1.305 3.123  0.111
C 6.530 0.284 2.670  -0.523
O 5.426 0.352 1.888  -0.003
C 4.899 -0.780 1.189  -0.238
C 3.978 -1.611 2.057  -0.057
C 7.132 -1.063 2.997  0.012
H 5.703 -1.379 0.761  0.113
H 4.348 -0.344 0.357  0.118
H 4.506 -2.049 2.905  0.073
H 3.540 -2.424 1.478  0.064
H 3.174 -0.986 2.450  0.080
H 6.681 -1.418 3.925  0.095
H 8.195 -0.917 3.172  0.091
H 6.993 -1.823 2.234  0.069
O -1.507 3.200 -7.902  0.101
C -0.668 2.906 -7.093  -0.524
O -0.953 1.923 -6.208  -0.002
C 0.017 1.400 -5.292  -0.234
C 0.119 2.224 -4.026  -0.054
C 0.652 3.633 -7.004  0.017
H 0.985 1.285 -5.781  0.112
H -0.349 0.398 -5.066  0.114
H 0.474 3.234 -4.231  0.073
H 0.812 1.756 -3.328  0.064
H -0.858 2.299 -3.548  0.088
H 0.523 4.514 -6.374  0.097
H 0.921 3.962 -8.004  0.085
H 1.470 3.040 -6.606  0.071
O 4.063 5.432 -9.449  0.100
C 3.334 5.878 -10.293  -0.530
O 2.522 6.904 -9.959  -0.006
C 1.712 7.599 -10.916  -0.237
C 0.386 6.908 -11.152  -0.061
C 3.250 5.276 -11.677  0.012
H 2.264 7.754 -11.844  0.110
H 1.557 8.579 -10.467  0.122
H 0.518 5.921 -11.595  0.069
H -0.230 7.504 -11.827  0.082
H -0.149 6.788 -10.210  0.084
H 2.529 4.459 -11.646  0.095
H 4.226 4.863 -11.917  0.090
H 2.952 5.969 -12.458  0.069

---

2.
The following is a quantum chemistry calculation of a 2-piece molecular cluster, C6H12O overall, from the Open Molecules 2025 dataset.

Output
E: -310.99596 a.u.
F_max: 0.5 eV/Å
total charge: 0
structure (SMILES): CC1CC1.CC=O
multiplicity: 1

Last column: Löwdin charge in e.
Element x y z (Å)
C 2.904 -0.729 0.153  -0.053
C 3.049 0.740 -0.137  -0.318
O 2.507 1.607 0.506  0.026
C -0.517 0.841 0.281  -0.080
C -1.604 -0.208 0.441  -0.353
C -2.191 -0.881 -0.768  -0.143
C -3.012 0.100 0.017  -0.143
H 3.007 -1.322 -0.758  0.076
H 3.699 -1.022 0.848  0.087
H 1.935 -0.933 0.616  0.070
H -0.027 0.765 -0.696  0.073
H 3.714 1.005 -0.986  0.116
H -0.938 1.851 0.382  0.082
H 0.280 0.712 1.021  0.052
H -1.511 -0.828 1.329  0.124
H -1.816 -0.557 -1.737  0.097
H -2.450 -1.935 -0.701  0.093
H -3.194 1.083 -0.414  0.099
H -3.837 -0.289 0.605  0.093

---

3.
The following is a quantum chemistry calculation of one molecule with the formula C8H14N2OS at a distorted geometry, from the Open Molecules 2025 dataset.

Output
E: -896.05050 a.u.
F_max: 5.7 eV/Å
total charge: 0
structure (SMILES): CC[C@@H](C(N)=S)N1CCCC1=O
multiplicity: 1

Last column: Löwdin charge in e.
Element x y z (Å)
C 2.377 1.907 -0.342  -0.158
C 1.010 1.517 0.062  -0.263
C 0.645 0.119 -0.601  -0.297
C -1.016 -1.082 0.825  -0.174
C -2.624 -0.876 0.875  -0.196
C -2.904 -0.728 -0.616  -0.092
C -1.717 0.129 -1.019  -0.408
C 1.635 -0.989 -0.260  -0.846
H 2.650 1.572 -1.481  0.138
H 3.195 1.580 0.434  0.087
H 2.283 3.161 -0.326  0.133
H 0.857 1.512 1.104  0.087
H 0.166 2.209 -0.536  0.182
H 0.522 0.305 -1.686  0.140
H -1.116 -2.294 0.591  0.170
H -0.358 -0.903 1.856  0.165
H -3.044 -0.001 1.384  0.095
H -3.323 -1.551 1.509  0.131
H -3.914 -0.444 -0.583  0.103
H -2.641 -1.684 -1.116  0.142
H 2.377 0.290 1.268  0.102
H 2.943 -1.222 1.179  0.047
N -0.705 -0.078 -0.094  -0.078
N 2.219 -0.686 0.909  0.083
O -1.601 0.542 -2.174  0.059
S 2.086 -2.306 -1.159  0.647

---

LUMO, respectively: -0.014 0.037 0.010 hartree.
Orbital gap, respectively: 0.30144 0.40244 0.32532 Ha.
HOMO, respectively: -8.5971 -9.9453 -8.5900 eV.